Molecular formula: C58H70N2O10Sn
Method: DFT, ωB97M-V/def2-TZVPD

Geometry (Å):
Sn -2.9620 -0.8044 1.0635
C 0.8157 0.2814 -1.8998
O -0.1206 -0.5351 -1.2073
C -0.2093 -1.8290 -1.6344
C 0.7266 -2.8010 -1.2663
C 1.9168 -2.6982 -0.2988
C 2.3635 -1.4393 0.4001
C 3.6853 -1.0436 0.2758
C 4.2345 0.0329 0.9814
C 3.3431 0.7688 1.7565
C 1.9978 0.4414 1.8644
C 1.0311 1.3887 2.5564
C 0.5118 2.3823 1.4910
C 1.4885 3.2017 0.9322
C 1.2286 4.1259 -0.0670
C -0.0572 4.1453 -0.5847
C -1.0746 3.3462 -0.0716
C -2.3976 3.3641 -0.8213
C -2.2664 2.4445 -2.0191
C -1.8388 2.9256 -3.2506
C -1.6212 2.0942 -4.3465
C -1.8149 0.7240 -4.1337
C -2.2489 0.2081 -2.9280
C -2.4988 -1.2664 -2.7385
C -1.3124 -2.1802 -2.4424
C -1.3951 -3.4750 -2.9342
C -0.4539 -4.4561 -2.6327
C 0.5799 -4.0914 -1.7908
C -0.6233 -5.8702 -3.1921
C -0.6117 -5.8166 -4.7270
C 0.4960 -6.8074 -2.7368
C -1.9622 -6.4482 -2.7076
C -2.5581 1.0713 -1.8370
O -3.1155 0.6306 -0.7580
C -1.2360 2.6085 -5.7331
C -2.3187 2.2064 -6.7490
C 0.1053 2.0008 -6.1699
C -1.1057 4.1313 -5.7648
C -0.8062 2.5211 1.0305
O -1.8607 1.8933 1.6535
C -2.4589 2.7009 2.6593
C 2.3344 5.0749 -0.5317
C 1.8302 6.0821 -1.5650
C 2.8620 5.8640 0.6788
C 3.4891 4.2683 -1.1436
C 1.4936 -0.7697 1.3093
O 0.3469 -1.2533 1.6334
C 5.7327 0.3308 0.8973
C 6.5267 -0.8977 1.3697
C 6.1242 0.6652 -0.5491
C 6.1356 1.5122 1.7835
H 0.5054 0.4353 -2.9391
H 1.8207 -0.1472 -1.8715
H 0.8263 1.2438 -1.3848
H 2.7777 -3.0791 -0.8532
H 1.7045 -3.4328 0.4876
H 4.3175 -1.6123 -0.4040
H 3.6870 1.6443 2.3010
H 1.5944 1.9938 3.2771
H -0.0629 -0.1595 2.7891
H 2.5005 3.0899 1.3030
H -0.3045 4.7831 -1.4266
H -2.5879 4.3848 -1.1584
H -3.2245 3.0196 -0.2008
H -1.6611 3.9949 -3.3356
H -1.6189 0.0186 -4.9403
H -3.0052 -1.6703 -3.6177
H -3.1945 -1.3533 -1.9002
H -2.2489 -3.7181 -3.5600
H 1.3235 -4.8236 -1.4948
H 0.3402 -5.4151 -5.0840
H -1.4095 -5.1738 -5.1025
H -0.7492 -6.8181 -5.1492
H 1.4731 -6.4464 -3.0682
H 0.3380 -7.8023 -3.1620
H 0.5104 -6.9017 -1.6485
H -2.8053 -5.8821 -3.1067
H -2.0216 -6.4030 -1.6182
H -2.0688 -7.4916 -3.0231
H -2.4176 1.1209 -6.8044
H -2.0727 2.5812 -7.7501
H -3.2867 2.6154 -6.4498
H 0.0448 0.9112 -6.2060
H 0.8916 2.2701 -5.4601
H 0.3930 2.3606 -7.1651
H -2.0430 4.6101 -5.4707
H -0.8575 4.4612 -6.7781
H -0.3149 4.4740 -5.0918
H -1.7684 2.8659 3.4911
H -3.3294 2.1593 3.0245
H -2.7701 3.6655 2.2442
H 1.0003 6.6676 -1.1624
H 1.4931 5.5830 -2.4771
H 2.6365 6.7710 -1.8326
H 2.0598 6.4568 1.1256
H 3.6678 6.5388 0.3706
H 3.2498 5.1933 1.4466
H 3.1532 3.7307 -2.0340
H 3.8664 3.5299 -0.4319
H 4.3147 4.9312 -1.4246
H 6.2912 -1.7765 0.7667
H 6.2692 -1.1276 2.4069
H 7.6068 -0.7148 1.3096
H 5.9421 -0.1830 -1.2133
H 7.1854 0.9332 -0.6176
H 5.5298 1.5082 -0.9104
H 5.8590 1.3314 2.8249
H 5.6521 2.4362 1.4532
H 7.2188 1.6592 1.7358
O -6.4689 -3.2162 1.0566
C -5.6014 -2.3770 1.2695
O -4.6413 -2.0971 0.4519
C -5.6303 -1.5819 2.5732
C -6.7166 -1.7420 3.3845
C -6.8206 -0.9134 4.5475
C -5.8066 -0.0994 4.8846
C -4.5719 -0.1004 4.0711
N -4.5858 -0.7523 2.8112
C -3.5288 0.3318 4.7981
O -2.9319 1.0501 5.5271
O 0.0497 0.6981 3.2800
H -7.4977 -2.4241 3.0910
H -7.7273 -0.9249 5.1446
H -5.8396 0.5491 5.7530
O -1.4140 -4.3389 4.7355
C -1.2506 -3.0254 4.4903
O -2.0619 -2.3796 3.8979
C 0.0888 -2.4683 4.9980
N 0.6349 -3.3623 6.0415
C 0.0422 -2.9039 7.3218
C -0.5117 -1.4756 7.0924
C -0.0674 -1.1071 5.6697
H 0.7552 -2.4300 4.1347
H 1.6382 -3.2535 6.0654
H -0.6314 -4.5986 5.2602
H 0.7922 -2.9473 8.1120
H -0.7667 -3.5831 7.5969
H -0.1379 -0.7689 7.8332
H -1.6012 -1.4741 7.1466
H 0.9012 -0.6038 5.6750
H -0.7836 -0.4753 5.1534

Atoms 1-2, force components in eV/Å:
Sn -0.2850 -0.2168 0.0331
C -0.0392 0.0601 -0.0073

Values from the calculation:
E_LUMO: 0.139 Eh
Largest force on an atom: 0.020 hartree/bohr
Charge: -2
Relative energy (zero: lowest compared OMol25 entry of this formula, charge and spin): 4.117 eV
Gap between HOMO and LUMO: 4.8 eV
HOMO: -0.978 eV